Record 1
The following is a DFT calculation (ωB97M-V with the def2-TZVPD basis set) of a molecular structure, C25H27Cl2N4O2S2Tl.

Geometry as XYZ:
```
63
Properties=species:S:1:pos:R:3
Tl -0.07 0.22 -0.37
Cl 3.10 -2.73 7.09
C 2.37 -2.10 5.61
C 1.09 -1.55 5.67
C 0.51 -1.07 4.53
Cl -1.10 -0.41 4.61
C 1.14 -1.09 3.21
O 0.55 -0.70 2.19
C 2.48 -1.65 3.24
C 3.35 -1.69 2.07
O 3.16 -1.25 0.96
C 3.05 -2.14 4.43
H 0.55 -1.51 6.60
H 4.33 -2.17 2.30
H 4.06 -2.55 4.39
S -0.41 7.98 -2.67
C 0.01 6.38 -2.56
N 0.30 5.25 -2.49
N 0.58 2.53 -3.95
C -0.74 2.24 -4.00
S -1.31 1.01 -5.00
N -1.48 3.05 -3.22
C -2.87 3.11 -3.04
C -3.70 1.99 -3.06
C -5.05 2.13 -2.80
C -5.60 3.37 -2.51
C -4.77 4.49 -2.48
C -3.41 4.36 -2.75
H 1.21 1.86 -4.35
H 0.91 3.25 -3.32
H -0.96 3.83 -2.80
H -3.27 1.02 -3.27
H -5.68 1.25 -2.80
H -6.65 3.47 -2.29
H -5.17 5.46 -2.24
H -2.77 5.23 -2.71
C -4.11 0.75 1.98
C -2.74 1.05 1.37
C -2.73 2.46 0.79
C -2.33 0.03 0.31
H -4.39 1.48 2.76
H -4.13 -0.25 2.43
H -4.88 0.79 1.20
H -2.01 1.01 2.19
H -3.43 2.53 -0.04
H -1.74 2.73 0.41
H -3.02 3.21 1.54
H -2.95 0.16 -0.58
H -2.50 -1.00 0.67
C 1.89 -6.06 1.16
C 1.14 -4.90 0.57
C 1.39 -4.44 -0.71
C 0.71 -3.32 -1.17
N -0.20 -2.67 -0.46
C -0.45 -3.12 0.76
C 0.18 -4.22 1.31
H 2.65 -6.43 0.47
H 1.22 -6.89 1.40
H 2.38 -5.77 2.08
H 2.14 -4.91 -1.34
H 0.92 -2.92 -2.16
H -1.18 -2.57 1.33
H -0.05 -4.52 2.33
```

The relative energy (zero: lowest compared OMol25 entry of this formula, charge and spin) comes out at 0.0 kJ/mol. As for the total charge: -2. The calculation puts the lowest unoccupied orbital energy at 0.14121 Eh.

Record 2
The following is a DFT calculation (ωB97M-V with the def2-TZVPD basis set) of a molecular structure, C25H27CrO3Si.

Geometry as XYZ:
```
57
Properties=species:S:1:pos:R:3
C 1.60 -2.74 -0.29
C 2.15 -1.44 -0.80
C 1.37 -0.34 -0.76
C 3.54 -1.37 -1.40
Si 5.04 -1.41 -0.22
C 6.57 -1.46 -1.31
C 5.10 0.13 0.85
C 5.02 -2.94 0.86
H 2.09 -3.61 -0.75
H 1.71 -2.83 0.81
H 0.52 -2.81 -0.49
H 1.74 0.62 -1.15
H 0.39 -0.35 -0.32
H 3.72 -2.20 -2.10
H 3.66 -0.42 -1.95
H 7.47 -1.50 -0.69
H 6.56 -2.34 -1.96
H 6.64 -0.57 -1.95
H 5.93 0.05 1.56
H 5.26 1.03 0.25
H 4.17 0.26 1.43
H 5.91 -2.93 1.50
H 4.14 -2.98 1.51
H 5.05 -3.85 0.25
O -5.36 4.20 2.49
C -4.46 3.48 2.62
Cr -3.23 2.04 2.84
C -4.34 1.16 1.60
O -5.12 0.68 0.88
C -4.50 1.42 4.13
O -5.40 1.10 4.78
C -1.62 2.92 4.05
C -1.60 3.45 2.75
C -1.59 2.60 1.64
C -1.53 1.19 1.80
C -1.69 0.30 0.68
C -1.86 -0.27 -0.40
C -1.76 -0.93 -1.59
C -2.57 -0.51 -2.70
C -3.06 -1.40 -3.70
C -3.83 -0.93 -4.75
C -4.12 0.44 -4.87
C -3.69 1.32 -3.87
C -2.95 0.86 -2.79
C -1.63 0.68 3.12
C -1.64 1.53 4.23
H -1.64 3.59 4.92
H -1.62 4.53 2.60
H -1.66 3.01 0.63
H -1.17 -1.84 -1.67
H -2.82 -2.46 -3.61
H -4.23 -1.62 -5.50
H -4.71 0.82 -5.71
H -3.93 2.38 -3.92
H -2.61 1.53 -2.01
H -1.72 -0.40 3.23
H -1.69 1.10 5.23
```

As for the total charge: +2. The calculation puts the lowest unoccupied orbital energy (spin up / spin down) at -0.20872 / -0.35869 Eh. As for the spin multiplicity: 4. Its expectation value of S² is 3.809.

Record 3
The following is a DFT calculation (ωB97M-V with the def2-TZVPD basis set) of a molecular structure, C25H27IrN11O2Se.

Geometry as XYZ:
```
67
Properties=species:S:1:pos:R:3
Ir -0.80 0.48 -0.04
C 0.96 0.00 -2.22
N 0.17 1.16 -1.70
C -0.78 1.69 -2.74
C -2.21 1.43 -2.38
C -3.26 1.75 -3.23
C -4.56 1.58 -2.79
C -4.78 1.11 -1.50
C -3.70 0.79 -0.72
N -2.43 0.93 -1.15
C 1.05 2.26 -1.18
C 0.26 3.13 -0.23
C 0.50 4.48 -0.07
C -0.24 5.18 0.88
C -1.21 4.51 1.62
C -1.40 3.16 1.39
N -0.67 2.48 0.50
C 0.14 -1.25 -2.13
C 0.25 -2.29 -3.03
C -0.48 -3.45 -2.82
C -1.31 -3.53 -1.71
C -1.39 -2.45 -0.85
N -0.68 -1.33 -1.06
H 1.85 -0.10 -1.59
H 1.30 0.20 -3.24
H -0.54 1.26 -3.71
H -0.64 2.77 -2.82
H -3.05 2.14 -4.22
H -5.39 1.83 -3.44
H -5.78 0.99 -1.11
H -3.81 0.42 0.29
H 1.46 2.84 -2.02
H 1.88 1.80 -0.65
H 1.25 4.98 -0.67
H -0.07 6.23 1.03
H -1.81 5.02 2.35
H -2.16 2.60 1.93
H 0.90 -2.19 -3.89
H -0.42 -4.27 -3.52
H -1.90 -4.41 -1.52
H -2.03 -2.44 0.01
N -3.51 -1.62 1.67
N -3.26 -0.85 2.82
C -2.06 -0.34 3.10
N -1.80 -0.05 4.36
N -1.20 -0.04 2.06
N 0.13 0.03 2.36
O 0.80 0.19 1.29
O 0.64 -0.03 3.43
H -4.41 -1.35 1.29
H -3.58 -2.59 1.95
H -3.93 -0.90 3.58
H -2.42 -0.36 5.10
H -0.96 0.42 4.64
Se 5.23 -1.75 0.76
N 4.22 -3.12 1.31
C 5.05 -4.05 1.74
C 4.66 -5.32 2.27
C 5.64 -6.22 2.70
C 7.00 -5.91 2.63
C 7.43 -4.67 2.11
C 6.45 -3.73 1.67
N 6.76 -2.56 1.17
H 3.61 -5.58 2.34
H 5.34 -7.18 3.09
H 7.73 -6.62 2.97
H 8.48 -4.42 2.04
```

The relative energy (zero: lowest compared OMol25 entry of this formula, charge and spin) comes out at 0.0 kJ/mol. As for the total charge: +4. The calculation puts the lowest unoccupied orbital energy (spin up / spin down) at -0.40423 / -0.46492 Eh. As for the spin multiplicity: 2. Its expectation value of S² is 0.780.

Record 4
The following is a DFT calculation (ωB97M-V with the def2-TZVPD basis set) of a molecular structure, C25H27N4O5SSc.

Geometry as XYZ:
```
63
Properties=species:S:1:pos:R:3
Sc 0.32 0.24 0.01
C 1.00 3.11 3.55
C 0.21 3.50 2.31
C -1.22 2.94 2.38
C 0.89 3.12 1.02
C 1.93 2.19 0.94
C 2.55 1.90 -0.28
C 2.13 2.49 -1.46
C 2.75 2.13 -2.79
C 1.09 3.41 -1.39
C 0.50 3.73 -0.18
H 0.56 3.58 4.44
H 2.04 3.44 3.49
H 0.99 2.03 3.71
H 0.13 4.59 2.29
H -1.21 1.85 2.34
H -1.83 3.31 1.55
H -1.70 3.24 3.31
H 2.32 1.73 1.84
H 3.37 1.19 -0.30
H 3.10 3.01 -3.32
H 2.00 1.63 -3.41
H 3.59 1.44 -2.66
H 0.74 3.90 -2.30
H -0.29 4.48 -0.14
C -0.14 -5.20 2.81
C 0.98 -4.44 2.12
N 1.04 -3.03 2.51
C 0.31 -2.06 1.96
S 0.52 -0.43 2.57
N -0.53 -2.43 1.01
N -1.07 -1.35 0.37
C -2.11 -1.48 -0.36
C -2.79 -2.78 -0.60
C -2.61 -0.21 -0.94
C -3.75 -0.17 -1.72
C -4.20 1.05 -2.20
C -3.49 2.19 -1.90
C -2.34 2.07 -1.13
N -1.91 0.91 -0.66
H -0.15 -6.25 2.49
H -1.10 -4.76 2.57
H -0.01 -5.19 3.90
H 0.86 -4.48 1.04
H 1.95 -4.88 2.35
H 1.60 -2.76 3.30
H -2.38 -3.53 0.06
H -2.61 -3.10 -1.64
H -3.87 -2.71 -0.45
H -4.28 -1.09 -1.94
H -5.09 1.09 -2.82
H -3.80 3.17 -2.26
H -1.75 2.93 -0.89
O 2.33 -3.71 -4.10
C 2.03 -2.85 -3.32
C 2.50 -2.73 -1.86
O 3.24 -3.49 -1.28
C 1.82 -1.54 -1.35
C 1.03 -0.95 -2.30
O 0.33 0.12 -1.97
C 1.09 -1.66 -3.58
O 0.51 -1.42 -4.61
O 1.85 -1.01 -0.14
```

The calculation puts the lowest unoccupied orbital energy at -0.02940 Eh.

Record 5
The following is a DFT calculation (ωB97M-V with the def2-TZVPD basis set) of a molecular structure, C25H27N5O4P2PtSSe.

Geometry as XYZ:
```
66
Properties=species:S:1:pos:R:3
Pt -0.15 0.20 0.38
S 4.46 -6.12 0.31
N 3.28 -5.73 -0.72
C 2.78 -4.59 -0.29
C 1.66 -3.87 -0.88
C 0.94 -4.35 -1.98
C -0.15 -3.63 -2.42
C -0.48 -2.45 -1.76
N 0.22 -1.98 -0.74
C 1.27 -2.67 -0.30
C 2.01 -2.10 0.85
N 1.65 -0.87 1.28
C 2.25 -0.38 2.38
C 3.21 -1.09 3.09
C 3.61 -2.32 2.63
C 3.02 -2.83 1.47
C 3.41 -4.10 0.87
N 4.39 -4.87 1.32
H 1.25 -5.27 -2.45
H -0.75 -3.97 -3.25
H -1.35 -1.88 -2.06
H 1.97 0.63 2.66
H 3.64 -0.66 3.99
H 4.36 -2.91 3.14
C -0.15 4.29 2.84
P -0.73 2.69 3.35
C -0.65 2.66 5.12
C -2.46 2.55 2.89
C -2.71 2.69 1.38
P -2.01 1.51 0.13
C -3.34 0.27 0.01
C -2.18 2.52 -1.35
H -0.77 5.09 3.25
H -0.14 4.36 1.75
H 0.87 4.42 3.19
H -1.15 3.55 5.52
H 0.39 2.68 5.44
H -1.15 1.78 5.51
H -3.00 3.34 3.43
H -2.80 1.59 3.26
H -2.42 3.68 1.05
H -3.79 2.59 1.20
H -4.29 0.75 -0.21
H -3.41 -0.25 0.97
H -3.10 -0.46 -0.75
H -3.25 2.67 -1.54
H -1.73 2.07 -2.22
H -1.71 3.48 -1.19
N 0.38 0.87 -1.48
C 0.26 0.83 -2.62
C 0.23 0.79 -4.06
C 1.43 0.77 -4.76
C 1.40 0.72 -6.14
C 0.19 0.70 -6.81
C -1.01 0.70 -6.11
C -1.00 0.75 -4.73
H 2.37 0.80 -4.22
H 2.33 0.72 -6.70
H 0.17 0.67 -7.90
H -1.95 0.68 -6.64
H -1.93 0.75 -4.17
O -0.09 -2.18 3.92
Se -0.72 -0.83 3.34
O -1.14 -0.95 1.72
O 0.08 1.61 2.62
O -1.83 -0.09 4.23
```

The relative energy (zero: lowest compared OMol25 entry of this formula, charge and spin) comes out at 511.3 kJ/mol. As for the total charge: +2. The calculation puts the lowest unoccupied orbital energy (spin up / spin down) at -0.32576 / -0.32617 Eh.

Record 6
The following is a DFT calculation (ωB97M-V with the def2-TZVPD basis set) of a molecular structure, C25H27NO2S3V.

Geometry as XYZ:
```
59
Properties=species:S:1:pos:R:3
V -0.75 -0.12 -0.55
C -4.25 -0.51 -0.96
C -3.81 -1.63 -1.87
S -2.08 -2.11 -1.56
C -1.37 -2.25 -3.22
C -1.40 -0.94 -3.98
S -0.62 0.40 -3.02
C -1.80 1.76 -3.26
C -3.19 1.49 -2.69
S -3.14 0.93 -0.95
H -5.26 -0.17 -1.23
H -4.31 -0.82 0.09
H -4.42 -2.52 -1.70
H -3.91 -1.37 -2.92
H -0.35 -2.61 -3.06
H -1.91 -3.04 -3.76
H -0.83 -1.03 -4.91
H -2.41 -0.64 -4.24
H -1.32 2.63 -2.82
H -1.86 1.95 -4.34
H -3.77 2.41 -2.72
H -3.73 0.75 -3.27
N -0.93 -1.51 1.01
C -0.12 -1.42 2.22
C 0.36 -2.61 2.75
C 1.11 -2.60 3.91
C 1.39 -1.39 4.53
C 0.91 -0.21 3.99
C 0.13 -0.20 2.83
C -0.34 1.07 2.23
C -0.31 2.25 2.97
C -0.51 3.49 2.38
C -0.73 3.58 1.01
C -0.88 2.42 0.28
C -0.75 1.18 0.90
H -0.69 -2.41 0.59
H -1.91 -1.62 1.28
H 0.13 -3.56 2.26
H 1.48 -3.53 4.32
H 1.99 -1.37 5.43
H 1.17 0.72 4.47
H -0.11 2.21 4.03
H -0.47 4.39 2.98
H -0.83 4.55 0.53
H -1.11 2.54 -0.78
O 1.86 1.81 -1.59
C 2.27 0.95 -0.95
O 0.88 -0.20 -0.62
C 3.40 0.40 -0.30
C 4.57 1.17 -0.46
C 5.75 0.73 0.11
C 5.76 -0.45 0.83
C 4.60 -1.21 1.00
C 3.41 -0.79 0.44
H 4.54 2.09 -1.03
H 6.65 1.31 -0.01
H 6.68 -0.80 1.28
H 4.63 -2.13 1.56
H 2.51 -1.38 0.56
```

The relative energy (zero: lowest compared OMol25 entry of this formula, charge and spin) comes out at 8.7 kJ/mol. As for the total charge: +3. The calculation puts the lowest unoccupied orbital energy at -0.40879 Eh.

Record 7
The following is a DFT calculation (ωB97M-V with the def2-TZVPD basis set) of a molecular structure, C25H28As2ClMoN3O6.

Geometry as XYZ:
```
66
Properties=species:S:1:pos:R:3
Mo 0.95 0.29 0.92
C 0.74 -4.54 1.35
O -0.53 -4.18 0.78
C -0.41 -3.60 -0.45
C -0.88 -4.28 -1.55
C -0.76 -3.74 -2.85
C -0.13 -2.54 -3.01
C 0.34 -1.82 -1.89
C 1.08 -0.61 -2.11
N 1.47 0.21 -1.19
N 2.20 1.29 -1.69
C 2.56 2.05 -0.70
O 2.26 1.77 0.53
C 3.32 3.29 -0.93
C 3.80 3.64 -2.19
C 4.51 4.82 -2.35
C 4.75 5.65 -1.26
C 4.28 5.30 -0.01
C 3.57 4.13 0.17
C 0.17 -2.31 -0.59
O 0.55 -1.65 0.47
H 0.53 -4.99 2.32
H 1.36 -3.65 1.50
H 1.25 -5.26 0.72
H -1.33 -5.25 -1.39
H -1.13 -4.29 -3.70
H 0.03 -2.13 -4.00
H 1.36 -0.36 -3.13
H 3.61 2.98 -3.02
H 4.88 5.09 -3.33
H 5.31 6.57 -1.40
H 4.47 5.94 0.84
H 3.20 3.83 1.14
C -2.44 0.57 3.43
As -1.37 -0.58 2.28
C -1.36 -2.23 3.27
C -2.60 -0.91 0.81
C -3.49 -1.98 0.77
C -4.30 -2.16 -0.34
C -4.25 -1.28 -1.41
C -3.36 -0.20 -1.38
C -2.53 -0.02 -0.27
As -1.17 1.38 -0.22
C -1.11 2.01 -2.05
C -2.00 2.90 0.65
H -3.11 -0.05 4.03
H -3.03 1.25 2.83
H -1.76 1.13 4.07
H -2.35 -2.45 3.65
H -0.66 -2.11 4.09
H -1.03 -3.03 2.61
H -3.53 -2.69 1.59
H -4.98 -3.00 -0.37
H -4.88 -1.42 -2.27
H -3.32 0.47 -2.22
H -0.96 1.17 -2.72
H -0.26 2.69 -2.15
H -2.04 2.52 -2.29
H -3.01 3.05 0.26
H -1.38 3.78 0.44
H -2.01 2.75 1.72
Cl 0.59 1.86 2.73
O 3.49 -1.97 3.06
N 2.60 -1.29 2.65
O 1.46 -1.20 3.18
O 2.76 -0.59 1.56
```

The relative energy (zero: lowest compared OMol25 entry of this formula, charge and spin) comes out at 23.5 kJ/mol. The calculation puts the lowest unoccupied orbital energy (spin up / spin down) at -0.01121 / -0.03297 Eh. As for the spin multiplicity: 3. Its expectation value of S² is 2.020.